Entry 1:
The following is a quantum chemistry calculation of a structure of composition C34H90F2HgN5O22S2 at a distorted geometry, from the Open Molecules 2025 dataset.

Element x y z (Å)
Hg: 0.642 3.097 1.033
S: 0.334 0.202 2.721
S: 0.253 -0.491 0.552
F: 0.723 1.443 3.653
F: -0.972 0.006 -0.407
O: 2.822 -1.314 -5.169
O: 1.237 -7.112 -1.667
O: 1.532 -0.618 2.960
O: -3.108 7.900 -2.390
O: 0.076 -1.148 5.804
O: -2.923 -2.828 1.566
O: -1.489 3.732 -0.023
O: -0.885 3.539 2.795
O: 2.467 -5.707 2.805
O: -3.486 2.793 -1.035
O: 5.218 -1.585 -2.786
O: 0.864 -3.697 4.725
O: 0.777 4.116 5.469
O: -2.724 -3.775 -2.540
O: -2.392 3.799 5.644
O: -0.955 -0.110 3.227
O: -3.762 -5.581 2.281
O: -0.348 -1.740 1.085
O: 1.198 -0.542 -0.526
O: 0.967 4.241 -3.952
O: 5.487 -0.144 -0.182
O: 2.981 2.729 1.289
N: 1.446 3.150 -1.247
N: 0.321 0.969 1.517
N: -0.094 -2.939 -3.362
N: -5.145 5.416 -1.308
N: 1.728 -4.210 -0.135
C: -3.942 7.627 -1.239
C: 0.759 2.453 -2.347
C: -2.127 -2.600 -1.941
C: 1.043 -2.024 6.483
C: 3.649 -5.122 2.292
C: -1.944 4.656 0.953
C: -4.278 3.257 -2.102
C: -2.137 3.983 2.350
C: -1.743 8.176 -1.957
C: -0.269 4.545 -4.616
C: -3.015 -4.755 3.154
C: 1.542 -8.530 -1.611
C: 4.844 -2.102 -1.440
C: 1.694 -4.766 -1.570
C: 3.574 3.151 0.047
C: 3.877 2.161 2.279
C: -5.198 6.857 -1.727
C: 2.237 -6.170 -1.899
C: 2.835 2.818 -1.328
C: 2.442 -0.686 -6.426
C: -1.385 2.961 6.197
C: -0.163 3.730 6.527
C: 1.186 2.937 -3.781
C: -3.375 -3.242 2.911
C: 1.797 -1.590 -4.191
C: -3.502 1.405 -0.867
C: -4.196 4.773 -2.232
C: 1.795 -2.772 5.397
C: -1.107 -2.033 -2.922
C: -3.137 -4.814 -1.655
C: 4.395 -0.877 -0.643
C: 0.663 -2.594 -4.552
C: 0.893 -4.680 0.947
C: 1.454 -5.818 1.884
H: 3.463 -4.162 1.812
H: -2.308 -5.395 -1.251
H: 3.319 -0.395 -7.005
H: 1.966 0.274 -6.231
H: -1.058 3.813 -4.792
H: -0.418 -1.777 5.273
H: 0.676 2.247 -4.453
H: 3.081 -6.414 -1.254
H: -2.799 -1.879 -1.476
H: -4.484 5.111 -3.228
H: -4.436 0.846 -0.810
H: -3.198 5.177 -2.065
H: -2.234 3.407 -0.535
H: 5.543 -2.695 -0.850
H: -2.744 3.079 2.292
H: -2.986 0.808 -1.620
H: 4.281 -5.107 3.180
H: -2.929 1.248 0.046
H: -1.708 -1.670 -3.756
H: 0.243 -2.451 -5.548
H: -0.108 5.005 -5.591
H: -0.060 -4.930 0.480
H: 3.291 1.584 2.994
H: 2.541 -3.416 5.862
H: 2.226 -2.018 4.739
H: -0.656 5.227 -3.859
H: 3.341 3.406 -2.094
H: 1.148 -3.552 -4.741
H: 1.301 -0.652 -3.943
H: -1.282 7.199 -1.814
H: 0.451 -2.739 7.055
H: -3.225 -5.022 4.190
H: 3.860 -1.101 0.279
H: -3.558 6.911 -0.513
H: 4.532 2.639 -0.040
H: -5.359 3.147 -2.018
H: -0.413 -3.893 -3.277
H: -1.277 8.801 -2.720
H: 1.702 -1.233 -7.009
H: 1.540 -1.391 7.218
H: 2.176 -4.029 -2.212
H: 2.256 2.843 -3.967
H: -1.987 -4.974 2.866
H: 1.374 -9.018 -2.571
H: 0.387 3.241 7.331
H: 2.234 -1.866 -3.232
H: 1.367 -4.432 4.369
H: -1.999 -2.599 1.442
H: 2.564 -6.263 -2.934
H: -6.017 5.007 -1.614
H: 2.582 -8.647 -1.306
H: 4.610 1.425 1.948
H: -0.322 2.584 -2.291
H: 1.720 -3.201 -0.195
H: 0.718 -3.766 1.515
H: 2.982 1.758 -1.536
H: -6.102 7.254 -1.266
H: 4.319 2.871 2.978
H: 3.882 4.186 0.196
H: -3.615 -4.415 -0.760
H: 4.056 -2.840 -1.584
H: -3.268 3.580 5.970
H: 4.967 -2.336 -3.329
H: -3.924 2.942 -3.084
H: -4.227 8.561 -0.754
H: 0.978 1.385 -2.373
H: 1.334 4.132 -1.453
H: -1.592 -2.907 -1.042
H: 4.232 -5.669 1.551
H: -0.558 4.639 6.980
H: -0.561 -1.154 -2.579
H: -2.485 4.670 3.121
H: -5.209 7.090 -2.792
H: -3.934 -5.031 1.513
H: -4.451 -3.078 2.985
H: -3.777 -5.469 -2.246
H: 0.627 -4.705 -1.780
H: -1.709 8.604 -0.955
H: -2.857 5.189 0.690
H: -1.643 2.521 7.160
H: 1.691 -6.639 1.207
H: 1.163 -9.083 -0.752
H: -1.274 5.511 1.038
H: 0.860 3.404 4.831
H: 0.559 -6.074 2.452
H: -0.991 3.616 3.746
H: 6.014 -0.044 -0.979
H: -1.254 2.057 5.602
H: 3.857 -0.181 -1.287
H: -2.970 -2.593 3.688

**HOMO level**: -9.79 eV
**Relative energy (zero: lowest compared OMol25 entry of this formula, charge and spin)**: 0.00 kJ/mol
**Total charge**: +1
**E_LUMO**: -4.58 eV


Entry 2:
The following is a quantum chemistry calculation of a cluster of 11 separate species, C34H90O11 in total at a distorted geometry, from the Open Molecules 2025 dataset.

Element x y z (Å)
O: 2.928 -0.123 -5.928
O: 3.441 -2.194 3.540
O: -4.785 -2.276 -2.155
O: 1.000 -5.682 -4.859
O: -0.963 -0.210 -0.363
O: -1.903 -2.517 1.575
O: 5.175 1.948 1.872
O: -0.650 4.907 2.007
O: -0.530 -0.260 2.509
O: -5.323 2.182 3.550
O: 2.907 2.552 -4.985
C: 1.082 -0.616 -1.595
C: -3.937 -0.118 -2.801
C: -4.406 -3.304 -3.105
C: -0.917 -0.029 3.820
C: 7.306 2.596 2.584
C: 2.120 -1.694 -7.536
C: -0.373 -5.507 -2.973
C: -3.863 -4.498 -2.315
C: -1.287 -4.645 2.376
C: -7.001 3.345 4.925
C: -4.191 1.378 3.478
C: 4.151 -0.772 5.375
C: 1.678 0.746 -7.813
C: -5.824 2.375 4.890
C: 3.030 1.258 1.031
C: 3.740 -2.149 4.944
C: 0.383 -4.708 -4.045
C: 1.938 3.390 -2.820
C: -0.582 -3.711 -4.727
C: 5.882 2.400 2.978
C: 1.574 4.551 2.839
C: 2.070 -2.209 3.219
C: 3.931 1.387 2.263
C: -3.859 1.234 1.998
C: -5.221 -1.021 -2.759
C: 0.454 5.581 2.624
C: -0.131 0.257 -1.404
C: -0.541 4.864 0.605
C: -1.673 3.901 0.195
C: 1.706 3.125 -4.316
C: -1.709 -3.848 1.172
C: -0.278 1.301 4.339
C: 1.798 -0.338 -6.802
C: 2.032 -2.475 1.712
H: -3.903 2.169 1.441
H: -6.137 1.413 5.295
H: 2.741 4.123 -2.738
H: 5.826 1.717 3.825
H: -3.067 -4.247 -1.614
H: -0.567 0.021 0.481
H: -1.718 3.645 -0.864
H: -4.311 0.508 4.123
H: 0.401 4.535 0.166
H: 0.248 6.010 3.605
H: -0.663 0.321 -2.353
H: -1.062 -4.890 -2.397
H: -4.627 0.573 1.596
H: -1.772 -5.606 2.203
H: -0.728 -0.926 4.408
H: 0.252 -6.070 -2.280
H: -0.843 5.806 0.146
H: 1.798 -5.860 -4.355
H: 1.404 -1.922 -8.325
H: -5.243 -3.628 -3.723
H: -0.914 -1.114 2.300
H: 0.762 1.488 4.072
H: 1.625 -3.109 3.642
H: 7.966 2.748 3.439
H: 0.707 -1.625 -1.763
H: -4.125 0.951 -2.900
H: 0.779 6.441 2.039
H: 2.595 -3.363 1.425
H: -3.520 -5.316 -2.949
H: -1.980 0.040 4.050
H: 7.708 1.692 2.127
H: 1.009 0.479 -8.631
H: -2.962 0.673 1.735
H: 2.926 -2.574 5.531
H: 0.870 -0.461 -6.245
H: 1.140 -4.120 -3.527
H: -5.052 2.811 5.525
H: -2.253 -2.074 0.799
H: 4.090 0.363 2.599
H: 1.555 4.125 -4.721
H: 1.658 -1.310 3.676
H: -0.205 -3.396 -5.701
H: 2.338 2.446 -2.451
H: 1.618 -0.631 -0.646
H: -0.262 -4.654 2.748
H: -0.861 2.106 3.891
H: 2.026 -2.554 -6.873
H: 4.533 -2.897 4.933
H: -7.696 3.040 4.142
H: -7.629 3.250 5.810
H: 0.778 2.580 -4.487
H: -3.578 -2.958 -3.723
H: -1.403 2.923 0.594
H: 1.148 1.573 -7.340
H: -0.582 -2.784 -4.154
H: -2.654 4.259 0.507
H: 5.544 3.416 3.180
H: -1.570 -4.137 -4.900
H: -5.608 -1.103 -3.775
H: 0.969 -2.591 1.498
H: 3.401 1.890 3.072
H: -1.126 -3.992 0.263
H: -2.704 -4.189 0.887
H: -3.628 -0.139 -1.756
H: 4.746 -0.740 6.288
H: 2.597 1.146 -8.241
H: 3.117 -1.814 -7.961
H: 0.191 1.256 -1.110
H: -6.056 -0.531 -2.258
H: 3.492 0.513 0.384
H: -0.333 1.473 5.414
H: 1.073 3.646 -2.207
H: -1.950 -4.297 3.169
H: 3.376 -0.019 5.519
H: 1.776 -0.312 -2.378
H: 2.842 -0.498 -5.048
H: 1.121 3.607 3.142
H: -6.620 4.350 4.741
H: 7.488 3.496 1.997
H: -3.184 -0.433 -3.523
H: -0.920 -6.333 -3.427
H: 2.498 -1.693 1.113
H: 2.115 4.318 1.922
H: 2.342 4.959 3.495
H: 3.030 2.206 0.494
H: -3.414 2.008 3.912
H: 4.810 -0.280 4.660
H: 2.042 0.847 1.237
H: -4.606 -4.895 -1.623
H: 2.589 1.753 -5.412

**<S²>**: 0.75
**2S+1**: 2
**HOMO level (alpha / beta)**: -11.01 / -11.01 eV
**Total charge**: +1
**E_LUMO (alpha / beta)**: -2.70 / -8.88 eV


Entry 3:
The following is a quantum chemistry calculation of a cluster of 10 separate species, C34H92O31P6 in total at a distorted geometry, from the Open Molecules 2025 dataset.

Element x y z (Å)
P: 1.636 4.531 -1.161
P: 5.592 -2.346 3.066
P: 5.610 0.005 -3.758
P: -7.048 -1.029 2.890
P: 0.262 -0.438 -5.859
P: -2.292 2.606 2.567
O: -6.535 -0.187 3.966
O: -3.456 2.890 3.575
O: -1.864 -1.084 -1.669
O: 6.200 -1.750 1.745
O: 4.331 -1.431 3.318
O: -2.296 3.871 1.646
O: -2.372 1.354 1.829
O: 4.351 0.639 -3.064
O: 4.991 -0.641 -5.044
O: 0.213 0.572 -4.641
O: -5.629 -3.005 -1.932
O: -6.813 -2.567 3.051
O: -8.623 -0.974 2.690
O: -2.099 -4.536 3.029
O: 7.504 2.378 0.402
O: 5.910 -1.230 -2.794
O: -1.262 -0.475 -6.298
O: 1.203 -0.120 -6.924
O: 5.296 -3.770 3.075
O: 6.758 0.876 -3.957
O: 0.889 -0.856 -0.445
O: 5.045 1.729 1.589
O: 6.615 -1.857 4.149
O: 0.470 -1.872 -5.233
O: 1.897 3.686 -2.319
O: 2.564 4.204 0.059
O: -1.017 2.771 3.489
O: 0.169 4.427 -0.556
O: 1.834 6.081 -1.393
O: -8.246 -3.511 -3.257
O: -6.453 -0.756 1.453
C: 0.240 2.367 2.938
C: 4.549 1.719 -2.144
C: 1.986 -0.113 0.045
C: -1.818 0.663 -6.967
C: -0.851 3.635 -1.173
C: -3.853 1.795 4.426
C: 6.271 1.423 2.215
C: 4.063 -1.725 -4.908
C: -2.224 5.186 2.224
C: -2.122 -2.176 3.102
C: -0.305 -0.359 0.109
C: -7.456 -2.361 -3.380
C: -5.654 0.415 1.209
C: 1.414 6.652 -2.638
C: -1.301 -3.410 2.685
C: -6.571 -1.995 -2.202
C: 5.662 -2.174 0.492
C: 8.288 2.144 -0.750
C: -7.550 -4.738 -3.247
C: 1.040 0.402 -3.485
C: 3.986 1.834 2.487
C: 3.287 -1.852 4.197
C: 2.559 4.997 1.225
C: -3.410 -4.112 3.382
C: -0.433 -2.338 -4.218
C: -9.201 0.247 2.226
C: -3.529 -2.694 2.869
C: 7.936 -2.397 4.176
C: -1.522 -1.139 -0.295
C: 7.082 -2.015 -2.951
C: -2.411 0.170 -2.050
C: -4.907 -2.723 -0.773
C: -7.138 -3.232 4.265
C: 7.312 1.207 1.152
H: -7.204 -1.777 -1.331
H: 4.580 -2.682 -4.956
H: 8.643 -1.801 3.602
H: 2.070 -0.163 1.139
H: -6.024 -1.083 -2.493
H: -3.745 -2.669 1.799
H: -2.386 1.266 -6.258
H: 5.019 -3.046 0.586
H: -8.267 -5.518 -3.513
H: -7.152 -4.995 -2.264
H: 1.908 -0.222 -3.682
H: -3.289 1.832 5.357
H: 3.047 1.764 1.934
H: 9.256 1.703 -0.483
H: -0.888 -3.260 -4.573
H: -1.375 5.670 1.746
H: 1.874 0.937 -0.260
H: -5.400 0.951 2.120
H: 3.446 -1.683 -4.012
H: -3.693 0.849 3.907
H: -5.535 -2.747 0.130
H: 7.499 -1.949 -3.957
H: -1.853 -1.992 4.145
H: -0.487 3.078 -2.038
H: -2.481 0.284 -7.739
H: -7.660 -4.166 4.060
H: -8.503 1.083 2.242
H: -4.470 -1.712 -0.789
H: 8.251 -2.424 5.217
H: 1.564 5.316 1.543
H: 3.389 -1.637 -5.760
H: -2.232 0.283 -3.122
H: 8.249 0.901 1.648
H: 7.853 -1.708 -2.242
H: -1.260 -1.656 -4.025
H: 8.471 3.107 -1.223
H: -0.411 0.666 -0.288
H: -2.057 5.159 3.301
H: -9.557 0.120 1.200
H: -3.519 -4.152 4.476
H: 4.430 2.662 -2.672
H: 3.976 2.730 3.124
H: 2.356 -1.483 3.773
H: 0.533 3.022 2.113
H: -1.664 4.279 -1.502
H: -4.732 0.080 0.738
H: -4.916 1.851 4.647
H: 0.468 -0.070 -2.683
H: -1.316 -2.190 -0.076
H: 3.266 -2.938 4.291
H: -3.163 5.707 2.057
H: 6.488 -2.414 -0.179
H: 3.082 4.455 2.009
H: 2.888 -0.561 -0.368
H: -1.942 1.011 -1.546
H: 2.301 6.839 -3.240
H: -0.971 -3.412 1.642
H: -6.230 -3.454 4.823
H: 5.554 1.679 -1.719
H: 0.102 -2.449 -3.278
H: -3.493 0.146 -1.883
H: -1.954 -1.256 2.542
H: -0.299 -0.285 1.203
H: -6.873 -2.364 -4.313
H: 1.372 1.370 -3.110
H: 0.761 6.017 -3.236
H: 3.973 0.981 3.181
H: 5.158 -1.363 -0.035
H: 6.853 -3.061 -2.748
H: -4.239 -2.077 3.420
H: -10.087 0.445 2.824
H: -4.225 -4.741 3.010
H: -0.371 -3.460 3.263
H: 7.768 1.512 -1.479
H: 3.128 5.929 1.125
H: 7.023 0.376 0.493
H: 3.425 -1.455 5.204
H: 6.185 0.497 2.791
H: -8.147 -1.518 -3.491
H: -1.033 1.275 -7.411
H: -1.200 2.927 -0.424
H: -7.805 -2.640 4.895
H: 6.613 2.269 2.828
H: -6.197 1.076 0.535
H: 0.898 7.580 -2.410
H: 1.026 2.442 3.687
H: -4.091 -3.418 -0.576
H: 3.887 1.726 -1.280
H: 7.932 -3.424 3.805
H: -2.374 -0.819 0.318
H: 0.181 1.329 2.612
H: -6.728 -4.774 -3.967

**HOMO level**: -9.54 eV
**Relative energy (zero: lowest compared OMol25 entry of this formula, charge and spin)**: 0.00 kJ/mol
**E_LUMO**: 0.26 eV
**SMILES string**: COP(=O)(OC)OC.COP(=O)(OC)OC.COP(=O)(OC)OC.COP(=O)(OC)OC.COP(=O)(OC)OC.COP(=O)(OC)OC.C1CCOC1.COCCOC.COCCOC.COCCOC